Entry 1:
C26H21Cl2LiNOS2 | wB97M-V/def2-TZVPD

Each line ends with the Mulliken charge.
Geometry (Å):
C: 3.780 1.832 -3.457  -0.70
C: 3.565 3.193 -3.638  -0.32
C: -4.377 1.681 4.018  -0.40
H: 2.121 -1.279 0.103  0.31
H: -2.133 1.071 -5.267  0.31
H: 1.146 2.804 0.810  0.35
H: -2.728 2.887 4.677  0.36
C: -3.072 2.152 3.958  -0.41
C: 2.482 3.807 -3.027  -0.72
C: 2.275 -0.387 0.697  -0.15
H: -2.879 1.695 -3.761  0.26
C: -2.625 0.745 2.039  0.14
Cl: -4.272 0.192 -4.897  -0.19
H: 3.060 0.025 -2.532  0.38
S: 0.502 0.693 -1.096  0.65
H: 0.754 3.531 -1.776  0.40
C: 1.822 1.697 -2.061  -0.01
C: -0.510 -5.791 1.121  -0.08
Li: -0.520 -1.779 -1.300  0.89
C: 0.688 -5.085 1.278  -0.88
H: 3.692 -1.250 2.058  0.39
S: -2.297 -3.568 -1.675  -0.58
C: 2.574 1.943 2.172  -0.65
H: 2.308 4.868 -3.167  0.36
C: 0.893 -3.988 0.470  -0.04
C: -4.806 0.746 3.085  -0.39
C: 1.713 1.922 1.087  -0.38
C: -1.724 0.270 1.042  -1.35
C: -1.160 -4.199 -0.577  0.54
H: 4.624 1.349 -3.936  0.36
Cl: -1.776 -0.349 -3.429  0.00
C: 1.611 3.056 -2.246  -0.13
O: 0.774 -0.599 -1.807  -0.88
H: -4.273 -0.451 1.379  0.48
C: -2.698 0.824 -4.378  -0.39
C: 3.139 -0.361 1.780  -0.55
H: 1.433 -5.379 2.005  0.36
C: -0.927 -0.167 0.224  0.92
C: -3.945 0.282 2.105  -0.59
H: 4.235 3.770 -4.265  0.37
H: 1.826 -3.436 0.539  0.33
H: -5.825 0.378 3.118  0.36
H: -2.359 -5.876 0.024  0.35
C: 1.573 0.753 0.353  0.35
C: 3.294 0.806 2.516  -0.45
H: 2.691 2.850 2.753  0.39
C: -2.204 1.692 2.982  -0.52
H: -0.708 -6.667 1.729  0.36
C: 2.909 1.089 -2.672  -0.17
H: -1.184 2.053 2.936  0.43
N: 0.016 -3.542 -0.431  -0.43
H: 3.977 0.832 3.356  0.37
H: -5.052 2.032 4.789  0.36
C: -1.424 -5.362 0.193  -0.74

Results
Lowest unoccupied orbital energy, eV: 2.5
Net charge: -1
Frontier orbital gap, eV: 6.5
HOMO energy, eV: -4.0
Relative energy (zero: lowest compared OMol25 entry of this formula, charge and spin), kcal/mol: 9.0
Spin multiplicity: 1
DFT total energy, hartree: -2857.662183

=====

Entry 2:
C26H21Cl3N7O2RbSSi | wB97M-V/def2-TZVPD

Each line ends with the Mulliken charge.
Geometry (Å):
Cl: -3.787 -0.381 -1.791  -0.22
H: -5.143 -3.564 -4.965  0.27
H: 4.315 -2.929 -1.972  0.42
C: -4.095 -3.650 -4.669  -0.46
N: -1.038 0.856 1.888  -0.35
C: -3.184 -2.777 -5.428  0.05
C: -3.414 -1.616 -0.523  -0.42
Si: -0.508 -3.018 -0.763  0.13
C: -0.046 -0.087 4.307  -0.57
C: -3.818 -4.419 -3.632  0.25
C: 3.308 4.987 2.940  -0.75
C: 3.909 -2.354 -1.158  -0.43
Rb: -0.581 0.333 -1.108  0.93
N: -1.769 -2.540 -3.578  0.09
N: 2.258 -1.451 0.062  -0.29
C: -3.544 -5.082 -2.516  -0.49
O: -1.208 -0.962 -6.704  -0.79
C: -2.106 -2.195 -4.905  -0.19
C: 0.571 2.659 1.810  -0.28
H: -3.483 -2.459 -6.419  0.41
Cl: -2.656 -3.126 -0.771  1.01
C: 0.482 1.050 3.723  -0.60
O: -0.758 -0.327 -4.574  -0.60
H: 0.916 5.857 5.173  0.36
N: 0.890 3.828 -0.103  -1.09
H: 3.080 3.490 1.407  0.36
H: 3.451 -0.508 1.477  0.42
H: -2.367 -0.708 1.952  0.28
C: 0.712 4.349 3.661  -0.02
C: -3.322 -4.507 -1.191  -0.65
H: 2.249 4.430 -2.862  0.23
C: 2.701 5.654 3.998  -0.36
H: -1.522 -1.650 4.075  0.45
N: 0.469 2.698 0.534  0.66
Cl: 0.268 -5.031 -0.932  -0.36
H: 3.239 6.426 4.536  0.36
C: 3.426 -1.125 0.593  -0.38
H: -2.865 -4.371 1.389  0.17
C: -1.078 -0.753 3.666  -0.62
H: 1.849 -2.577 -1.580  0.02
H: -3.370 -6.152 -2.586  0.28
C: 1.666 3.608 -1.134  0.26
C: 1.400 5.334 4.357  -0.65
H: -1.800 -2.998 1.698  0.30
C: -1.541 -0.231 2.467  -0.03
N: 1.834 4.699 -1.985  -0.53
C: -1.256 -1.052 -5.465  0.28
C: -2.344 -2.661 -2.568  -0.48
S: 2.608 2.203 -1.404  -0.44
H: 1.009 5.275 -2.068  0.22
N: 2.584 -2.185 -1.012  0.39
H: 4.324 5.233 2.655  0.38
H: 5.558 -1.554 0.067  0.36
H: 0.350 -0.453 5.247  0.40
C: 2.618 4.010 2.239  -0.07
H: -0.306 4.099 3.936  0.43
C: -0.027 1.487 2.498  0.36
C: -2.424 -3.482 0.949  -0.92
H: -3.790 -1.231 0.406  0.35
C: 1.312 3.680 2.599  0.27
H: 1.295 1.591 4.187  0.47
C: 4.505 -1.669 -0.125  -0.58

Results
Lowest unoccupied orbital energy, eV: 3.8
Net charge: -2
Frontier orbital gap, eV: 5.1
HOMO energy, eV: -1.3
Relative energy (zero: lowest compared OMol25 entry of this formula, charge and spin), kcal/mol: 578.0
Spin multiplicity: 1
DFT total energy, hartree: -3628.914567

=====

Entry 3:
C26H21F2MnP2S6Sb | wB97M-V/def2-TZVPD

Each line ends with the Mulliken charge.
Geometry (Å):
S: -0.702 -1.024 4.562  -0.45
H: -0.179 3.781 3.448  0.50
C: 0.129 4.515 1.456  -0.52
H: -0.496 -3.154 -1.005  0.42
C: -0.453 2.968 -0.317  -0.31
S: -4.030 -2.313 5.811  -0.55
C: 3.294 1.937 -0.677  -0.77
C: 0.828 -3.785 -2.523  -1.00
C: 3.896 2.380 0.488  -0.59
C: -3.464 1.262 -3.254  -0.71
C: -0.204 3.549 2.394  -0.79
S: -3.288 -1.370 2.366  -0.25
H: 2.481 0.209 2.693  0.33
H: -0.497 -0.846 -1.987  0.17
H: -0.961 -0.678 -4.454  0.46
Sb: -2.991 -0.580 4.833  0.79
C: 3.064 -2.919 -2.417  -0.82
H: -0.467 2.723 -1.396  0.37
C: -1.618 -3.809 2.067  0.18
C: -3.210 1.168 -1.908  -0.95
C: 3.576 1.732 1.685  -0.73
H: 2.363 -4.324 -3.897  0.42
C: -0.694 -0.978 0.805  0.42
C: 2.680 0.676 1.726  -0.69
C: 2.383 0.869 -0.639  0.42
C: 2.121 -3.741 -3.020  -0.51
S: 1.435 -2.325 2.359  -0.53
C: 2.706 -2.174 -1.307  -0.36
H: 3.523 2.382 -1.650  0.41
S: -3.460 1.607 4.728  -0.52
H: 0.153 -4.449 -2.982  0.51
H: 1.910 0.564 -1.584  0.46
H: -3.889 1.640 -1.229  0.39
C: -2.617 0.644 -4.171  -0.54
C: -1.294 -0.246 -2.367  0.18
H: 4.675 3.138 0.461  0.41
C: 0.484 -3.052 -1.406  -0.47
C: 2.092 0.211 0.557  0.08
S: -3.439 0.484 1.440  -0.19
H: -2.646 -4.033 1.742  0.38
H: 0.475 4.889 -0.622  0.35
H: -2.776 0.757 -5.246  0.37
F: -0.710 -4.174 1.158  -0.21
C: -0.717 2.324 1.986  -0.12
P: -1.660 0.391 0.299  1.68
H: 4.052 2.047 2.590  0.46
C: 0.047 4.192 0.120  -0.50
C: -2.121 0.415 -1.455  0.44
H: 3.439 -1.524 -0.815  0.49
F: -1.440 -4.497 3.232  -0.28
P: 1.012 -1.283 0.666  1.40
Mn: -0.941 -1.911 2.447  -0.54
H: 4.091 -2.915 -2.797  0.39
H: 0.487 5.506 1.784  0.37
C: 1.420 -2.234 -0.789  0.61
H: -1.049 1.630 2.739  0.03
C: -1.576 -0.161 -3.733  -0.83
C: -0.908 2.034 0.639  0.51
H: -4.315 1.872 -3.632  0.35

Results
Lowest unoccupied orbital energy (alpha / beta), eV: -2.2 / -0.5
Frontier orbital gap (alpha / beta), eV: 5.7 / 7.4
HOMO energy (alpha / beta), eV: -7.9 / -7.9
Relative energy (zero: lowest compared OMol25 entry of this formula, charge and spin), kcal/mol: 0.0
Spin multiplicity: 2
DFT total energy, hartree: -5666.171877

=====

Entry 4:
C26H21HfI2N4O6 | wB97M-V/def2-TZVPD

Each line ends with the Mulliken charge.
Geometry (Å):
O: 3.186 -0.322 0.924  -1.06
C: 3.946 0.806 0.893  0.78
C: 4.022 3.195 0.307  0.54
N: -0.305 0.024 1.490  -0.19
C: 5.960 2.083 1.221  -0.24
H: 0.372 2.777 -0.818  0.59
H: -6.481 -0.023 0.323  0.41
I: 6.510 4.958 0.652  0.16
C: -5.703 -0.765 -1.541  -1.04
C: -1.527 -0.081 0.933  0.36
C: 1.398 2.916 -0.495  -0.14
H: -2.565 1.060 -1.782  0.20
H: -5.275 -1.671 -1.115  0.31
H: 0.619 -3.522 1.526  0.47
H: 2.605 -3.760 -2.972  0.57
C: -2.684 0.105 1.659  -0.54
H: 1.473 4.984 -1.064  0.41
C: -2.562 0.381 3.016  -0.19
C: -5.823 0.312 -0.478  -0.74
C: -4.042 -0.178 1.057  0.33
C: 2.359 -6.282 -1.792  0.03
H: -2.790 2.814 -1.902  0.38
C: 1.916 -4.999 -1.272  1.29
I: 6.213 -0.818 2.009  0.14
C: 1.375 -4.839 0.068  -0.95
N: 1.169 -2.450 -0.181  -0.21
H: -1.571 -0.343 -0.121  0.63
C: 5.245 0.854 1.299  -0.46
H: 6.990 2.093 1.549  0.35
O: -4.617 -1.173 1.459  -0.60
O: 1.041 -0.325 -1.855  -0.67
H: -4.644 2.699 -0.222  0.39
Hf: 1.380 -0.384 0.097  1.67
N: 2.009 1.863 0.018  -0.17
C: -3.290 1.870 -1.678  -1.01
H: -3.130 2.175 0.456  0.40
C: 1.928 -1.319 -2.264  0.21
H: -6.237 1.236 -0.883  0.39
C: -3.889 1.913 -0.281  -0.71
C: -1.306 0.493 3.591  -1.00
H: -1.186 0.707 4.643  0.44
C: 5.384 3.222 0.742  -0.41
C: 2.020 4.157 -0.635  -1.08
C: 1.024 -3.630 0.528  -0.25
C: 3.323 4.293 -0.230  -0.49
O: 2.763 -1.145 -3.090  -0.50
C: -0.192 0.309 2.800  -0.09
H: 3.833 5.243 -0.327  0.23
H: -3.456 0.491 3.619  0.56
H: -6.689 -1.017 -1.933  0.38
H: -4.054 1.719 -2.440  0.37
H: 1.244 -5.706 0.699  0.44
O: 3.183 -7.128 -1.917  -0.55
C: 3.319 1.981 0.404  0.54
N: -4.528 0.665 0.126  0.20
O: 1.115 -6.101 -2.190  -0.45
H: 0.811 0.378 3.202  0.55
C: 1.744 -2.594 -1.460  0.42
C: 2.150 -3.755 -1.991  -0.67
H: -5.084 -0.442 -2.378  0.27

Results
Lowest unoccupied orbital energy, eV: -4.4
Net charge: +1
Frontier orbital gap, eV: 6.4
HOMO energy, eV: -10.8
Relative energy (zero: lowest compared OMol25 entry of this formula, charge and spin), kcal/mol: 16.5
Spin multiplicity: 1
DFT total energy, hartree: -2317.162290

=====

Entry 5:
C26H21IMnN5 | wB97M-V/def2-TZVPD

Each line ends with the Mulliken charge.
Geometry (Å):
C: -1.856 2.633 -0.837  -0.73
H: 0.571 4.270 -0.147  0.48
C: 1.682 2.492 0.272  0.23
C: -1.061 -0.951 3.875  -0.81
H: -2.256 2.618 0.179  0.42
H: -4.395 1.908 -1.910  0.22
C: -0.377 -0.446 1.157  -0.02
C: 3.740 1.923 0.843  0.72
H: -1.122 1.510 1.585  0.12
H: -5.664 -0.139 -3.573  0.40
C: -2.974 -2.146 -4.210  -0.73
C: 5.024 1.791 1.356  -1.03
C: -0.166 -1.732 1.739  0.68
C: 3.206 0.995 -0.059  0.53
N: 1.912 1.388 -0.401  -0.35
C: 0.243 -4.291 2.909  -0.48
N: -3.615 1.299 -2.088  -0.06
H: -1.318 -1.139 4.910  0.39
N: 2.740 2.866 1.020  -0.05
Mn: 0.218 0.056 -0.792  -0.22
H: 0.403 -5.272 3.335  0.40
H: -0.040 2.631 -1.731  0.29
N: -0.414 2.491 -0.800  -0.25
C: -0.929 0.515 1.974  0.61
C: -2.359 1.457 -1.620  0.16
H: 0.996 -4.867 0.960  0.41
H: -2.731 -3.029 -4.784  0.41
C: -1.274 0.277 3.320  -1.31
H: -0.968 -1.881 -3.462  0.29
H: -0.122 3.263 1.122  0.47
C: -3.647 0.128 -2.829  0.76
H: -0.548 -3.443 4.692  0.39
H: 6.766 0.568 1.289  0.39
H: -2.193 3.561 -1.313  0.50
H: 2.783 3.669 1.624  0.22
H: 5.436 2.495 2.067  0.40
C: -4.287 -1.655 -4.232  -0.42
C: -0.283 -3.277 3.655  -0.89
H: -1.705 1.079 3.908  0.43
H: 5.871 -1.019 -0.353  0.41
N: -1.559 0.491 -2.009  -0.22
C: 3.966 -0.078 -0.514  -0.50
C: -2.340 -0.371 -2.776  0.46
C: -0.503 -1.993 3.102  1.05
C: -1.985 -1.515 -3.483  -0.52
C: 0.583 -4.068 1.560  -0.70
I: 0.903 -2.501 -1.027  0.11
H: -5.033 -2.185 -4.809  0.39
C: 0.385 3.234 0.156  -0.85
H: 3.566 -0.772 -1.240  0.36
C: -4.649 -0.512 -3.548  -1.04
C: 5.246 -0.205 -0.014  -0.75
C: 5.761 0.710 0.914  -0.42
C: 0.373 -2.829 1.039  0.29

Results
Lowest unoccupied orbital energy (alpha / beta), eV: -2.5 / -2.5
Net charge: +1
Frontier orbital gap (alpha / beta), eV: 7.8 / 7.9
HOMO energy (alpha / beta), eV: -10.3 / -10.4
Spin multiplicity: 2
DFT total energy, hartree: -2725.661941

=====

Entry 6:
C26H22AsClO2Os | wB97M-V/def2-TZVPD

Each line ends with the Mulliken charge.
Geometry (Å):
C: -1.876 -4.513 3.450  -0.68
H: -4.026 -4.720 3.524  0.41
As: 0.434 -1.110 2.436  0.50
H: 1.963 1.342 3.153  0.34
H: -4.466 -2.396 2.727  0.44
C: -3.190 -4.055 3.303  -0.55
H: -1.684 -5.535 3.777  0.43
C: 3.000 -2.213 1.556  0.02
C: 3.963 -2.677 4.154  -0.71
Cl: 0.675 4.361 -1.981  -0.01
H: 2.009 -2.018 4.832  0.47
Os: 0.051 -0.094 0.278  1.75
H: 0.234 -4.001 3.262  0.42
H: 0.528 2.413 7.082  0.45
O: 2.690 1.479 0.349  -0.49
C: 1.686 0.892 0.295  0.26
H: 5.817 -3.224 3.191  0.42
C: -2.376 -1.893 2.579  -0.14
C: 2.187 -1.977 2.673  0.43
C: 4.312 -2.658 1.752  -0.70
C: -1.006 1.346 0.925  0.10
C: 0.482 1.766 6.204  -0.40
C: 1.339 2.003 5.121  -0.71
C: 0.387 0.099 3.973  0.33
H: 4.962 -2.816 0.890  0.42
H: 1.093 1.485 -2.590  0.16
C: -0.488 -0.130 5.042  -0.03
H: 2.210 0.095 -2.496  0.36
H: -2.566 -0.874 2.229  0.49
C: -1.741 -0.916 -0.758  -0.39
H: 1.221 -2.307 -1.589  0.59
H: 1.058 0.207 -3.839  0.35
H: -1.198 -0.956 5.001  0.43
H: -1.002 -2.958 -0.148  0.48
C: -0.829 -2.025 -0.678  -0.64
C: -1.108 0.122 -1.549  -0.76
C: 1.294 1.168 3.999  -0.28
H: -2.743 -0.882 -0.349  0.60
C: 1.196 0.405 -2.769  -0.91
C: -0.800 -3.662 3.171  -0.47
C: 2.654 -2.215 3.973  -0.49
H: 2.043 2.837 5.149  0.46
C: 4.791 -2.887 3.047  -0.53
C: -1.064 -2.349 2.763  0.00
C: 0.201 -0.348 -1.951  0.66
C: 0.352 -1.682 -1.416  -0.54
H: 4.333 -2.857 5.163  0.41
H: 2.619 -2.029 0.547  0.14
O: -1.656 2.206 1.362  -0.48
C: -0.434 0.710 6.161  -0.63
H: -1.112 0.535 7.000  0.47
C: -3.443 -2.752 2.860  -0.82
H: -1.512 1.086 -1.844  0.59

Results
Lowest unoccupied orbital energy (alpha / beta), eV: -6.4 / -11.0
Net charge: +2
Frontier orbital gap (alpha / beta), eV: 4.5 / 4.1
HOMO energy (alpha / beta), eV: -10.9 / -15.1
Spin multiplicity: 5
DFT total energy, hartree: -3940.300318

=====

Entry 7:
C26H22BBrCdF4N4PS6Sb | wB97M-V/def2-TZVPD

Each line ends with the Mulliken charge.
Geometry (Å):
S: 0.687 -1.076 -2.140  -0.32
C: -1.027 1.208 3.080  -0.06
S: -2.185 -2.904 0.856  -0.57
H: 5.531 1.655 -0.398  0.35
C: 1.231 0.953 3.769  0.65
S: -5.363 -4.898 0.061  -0.75
S: -2.982 1.235 -1.981  -0.33
S: -3.586 -2.377 -2.437  -0.79
N: -0.456 0.746 -3.853  0.31
H: 1.555 -2.699 0.116  0.38
C: -0.690 -2.797 -4.398  -0.81
C: -0.054 3.693 -1.347  -0.91
H: -1.608 1.615 -5.432  0.48
H: -1.494 -3.229 -3.799  0.26
H: 5.480 -0.442 0.912  0.39
C: -1.243 0.710 -4.983  -0.55
C: 2.191 1.357 0.048  -0.44
C: 1.477 -4.285 1.556  -0.77
C: 0.235 0.632 2.852  -0.71
F: -0.410 3.295 5.971  -0.32
C: 4.556 0.071 0.674  -0.73
H: -3.133 3.763 1.171  0.30
H: 1.207 -5.683 3.161  0.34
C: 4.584 1.245 -0.066  -0.67
C: -0.194 -0.525 -3.494  -0.79
C: 1.106 -4.653 2.841  -0.52
H: 1.301 1.806 -2.917  -0.14
C: -1.842 2.410 -1.540  -0.09
C: 1.031 1.848 4.801  0.28
H: 3.342 -1.366 1.692  0.43
H: 0.264 -3.096 -3.972  0.28
S: -2.128 -5.825 -1.773  -0.77
C: 3.396 1.885 -0.384  -0.19
H: 0.254 -3.995 4.695  0.36
C: -3.322 3.555 0.119  -1.04
H: 0.941 4.036 -1.574  0.50
F: -2.446 2.626 4.339  -0.38
N: -0.599 2.621 -2.020  0.46
P: 0.467 -0.365 1.301  0.91
H: -0.897 4.979 0.238  0.46
H: -2.020 -1.022 -6.119  0.44
Sb: -3.384 -4.150 -0.818  0.49
C: 0.574 -3.707 3.701  -0.62
C: 1.316 -2.977 1.136  -0.16
C: -1.243 2.084 4.128  0.18
H: -0.032 -1.670 3.958  0.38
H: 3.403 2.780 -0.995  0.35
C: 2.155 0.193 0.811  0.26
C: -0.212 2.428 4.979  0.54
C: -0.956 4.165 -0.463  -0.44
C: -1.443 -0.579 -5.327  -0.54
Cd: -1.860 -1.294 -0.990  1.34
Br: -2.498 0.764 1.980  -0.09
B: 0.173 2.031 -3.271  0.11
N: -2.077 3.371 -0.583  0.29
H: 1.867 -5.024 0.867  0.39
H: 1.257 1.827 -0.236  -0.02
C: 0.419 -2.392 3.288  -0.48
F: 2.433 0.384 3.709  -0.35
H: -3.898 4.373 -0.320  0.32
H: 0.123 2.875 -4.141  -0.22
F: 2.022 2.157 5.642  -0.33
C: 3.350 -0.455 1.111  -0.01
N: -0.770 -1.349 -4.403  0.42
H: -3.897 2.637 0.024  0.34
C: 0.797 -2.017 2.005  0.52
H: -0.777 -3.160 -5.422  0.35

Results
Lowest unoccupied orbital energy, eV: 3.6
Net charge: -2
Frontier orbital gap, eV: 5.1
HOMO energy, eV: -1.5
Relative energy (zero: lowest compared OMol25 entry of this formula, charge and spin), kcal/mol: 25.5
Spin multiplicity: 1
DFT total energy, hartree: -7360.061259